This record from the OMol25 dataset describes 3 unconnected molecules or ions with the total composition C23H26BrNO6S. The level of theory is ωB97M-V/def2-TZVPD.

```
58
Properties=species:S:1:pos:R:3:forces:R:3
H 2.165704 6.247554 0.225530 0.0287 -0.0097 0.0065
H 2.669023 5.356658 3.110056 -0.0007 -0.0119 0.0069
C 2.844263 2.953984 1.828907 -0.0913 0.0453 -0.0445
C -3.498643 -5.339604 0.849981 0.0530 -0.0030 -0.0339
H -5.331940 -0.305857 -1.853084 -0.0031 0.0046 0.0584
C 2.700925 5.203435 2.027496 -0.0170 0.1154 -0.0480
H 2.591651 7.296654 1.592010 0.0147 0.0026 0.0076
H -3.483508 0.674302 -3.214303 -0.0293 -0.0464 0.0086
H 6.226821 0.646688 0.361229 0.0072 0.0713 -0.0626
H 4.241814 4.941614 0.517425 -0.0250 0.0517 -0.0065
H -1.024085 2.435751 -2.001580 -0.0188 0.0197 -0.1215
C 0.567460 0.617302 -0.775816 -0.0163 -0.0024 0.0745
H 2.079672 -0.134514 0.515303 0.0686 -0.0299 -0.0912
H -2.885122 0.002732 1.662071 -0.0359 -0.0825 -0.0199
C 3.886575 -1.127721 -1.363952 -0.3420 -0.3021 0.2849
O -5.265010 -4.104090 1.585903 0.0065 0.0394 -0.0675
C -4.401906 -0.020746 -1.376441 0.0991 0.0606 -0.2088
O -3.078363 -4.016383 1.200266 0.0308 -0.0781 0.0286
H -6.900989 -6.085859 0.899645 0.0044 0.0047 -0.0734
H -5.684039 -7.113980 0.130079 0.0131 -0.0020 -0.0115
C -4.229759 -0.196214 -0.011088 -0.1705 -0.0451 0.0188
H 1.031403 6.462648 1.556677 0.0200 0.0246 0.0651
C -3.035865 0.155011 0.602062 0.0725 0.1381 -0.2096
N -1.129835 1.474495 -2.327835 0.0187 0.0142 0.1204
C 0.903169 0.363436 -3.138430 -0.1016 0.0903 0.1390
C -2.019784 0.702109 -0.175439 0.0613 -0.0623 0.1229
C -5.847454 -6.361949 0.901814 -0.0526 0.0428 0.1869
H 5.556195 0.831939 -1.274490 0.1107 0.0652 0.0132
O -4.075365 -2.323647 2.296040 -0.0542 0.0029 0.1530
H -3.285713 -6.005569 1.689805 -0.0378 -0.0440 -0.0139
C 4.097283 4.810171 1.592459 0.0587 -0.0023 0.0177
C 2.571280 -0.434234 -1.578565 0.1065 0.2113 -0.0195
H 0.539764 0.519417 -4.146253 0.0357 -0.0360 0.0038
H -5.180712 -4.751906 -0.359518 0.0044 0.0153 -0.0010
O 2.533197 1.807427 1.841099 0.0704 -0.0372 0.0634
C 5.313308 0.618230 -0.232989 -0.3379 -0.1676 0.2537
H 4.652583 1.398869 0.146489 0.0310 0.0051 -0.1466
C 0.121372 0.811777 -2.079295 0.2195 -0.0775 -0.1510
H 4.004355 -0.797369 0.771708 -0.0155 -0.0678 -0.0035
C 4.650162 -0.766663 -0.104142 0.4401 0.1679 -0.1271
C 1.788096 0.001940 -0.516644 -0.2062 -0.0424 -0.1196
S -0.471200 1.166921 0.549415 0.0149 -0.0390 0.0656
H -2.963221 -5.678062 -0.032872 0.0400 0.1147 -0.0152
C 2.087410 6.373713 1.306023 -0.1019 -0.0994 -0.1386
C -4.986717 -5.154852 0.638746 -0.0540 -0.1098 -0.0013
C 2.119418 -0.245699 -2.884228 0.0490 -0.0108 -0.0184
C -3.378322 0.516130 -2.148539 0.0431 0.0266 0.0969
C -2.187595 0.888194 -1.544831 -0.1597 -0.0063 -0.0594
C -4.134054 -3.377103 1.752830 0.0220 0.0031 -0.0773
H 4.891125 5.315767 2.135433 0.0161 -0.1028 0.0645
Br 3.514210 -3.092304 -1.334832 0.0667 0.1308 -0.0242
H 2.735520 -0.603035 -3.702702 -0.0612 0.0357 -0.0147
H 5.424947 -1.518562 0.051982 -0.0522 -0.0153 -0.0540
H -5.032413 -0.629635 0.571426 0.0787 0.0308 0.0885
O 1.979998 3.987617 1.746303 0.0054 0.0027 0.0828
O 4.119330 3.406410 1.885253 0.0420 0.0548 -0.0271
H -5.617447 -6.797931 1.874704 0.0301 0.0040 -0.0091
H 4.521022 -1.005406 -2.238299 0.0013 -0.0625 -0.0122
```
Positions in Å, forces in eV/Å.

Values from the calculation:
Gap between HOMO and LUMO, eV: 8.4
Structure (SMILES): CC[C@@H](Br)c1ccc2c(c1)Sc1ccccc1N2.C[C@@H]1COC(=O)O1.C[C@@H]1COC(=O)O1
E_LUMO, eV: 0.63
Calculated total energy, Ha: -4370.48462